[1]
C49H58N4O8SV as an isolated structure in a non-equilibrium geometry, computed with ωB97M-V/def2-TZVPD.

```
121
Properties=species:S:1:pos:R:3
V 0.08 -1.78 -0.39
C -3.95 3.22 2.56
C -4.39 1.75 2.63
C -4.01 1.18 4.00
C -5.92 1.70 2.51
C -3.70 0.95 1.52
C -2.31 0.84 1.54
C -1.65 0.14 0.56
N -0.27 -0.14 0.48
C 0.76 0.41 1.26
C 0.77 1.63 1.89
C 1.90 2.03 2.61
C 2.98 1.16 2.64
C 3.02 -0.08 1.99
C 1.86 -0.47 1.32
O 1.68 -1.66 0.71
C 4.33 -0.88 2.08
C 4.57 -1.29 3.54
C 5.49 0.02 1.61
C 4.38 -2.15 1.22
C 1.98 3.38 3.33
C 0.67 4.16 3.22
C 2.28 3.16 4.82
C 3.09 4.22 2.71
C -2.37 -0.54 -0.45
O -1.64 -1.35 -1.26
C -3.75 -0.42 -0.50
C -4.39 0.34 0.49
C -4.55 -1.15 -1.59
C -4.05 -0.72 -2.98
C -4.39 -2.67 -1.43
C -6.04 -0.83 -1.52
H -4.43 3.81 3.34
H -2.87 3.31 2.68
H -4.21 3.65 1.59
H -4.52 1.72 4.80
H -4.27 0.12 4.07
H -2.93 1.26 4.18
H -6.36 2.26 3.34
H -6.26 2.14 1.58
H -6.29 0.67 2.56
H -1.73 1.28 2.35
H -0.07 2.30 1.75
H 3.87 1.47 3.19
H 4.60 -0.42 4.20
H 3.77 -1.95 3.88
H 5.52 -1.83 3.63
H 5.61 0.90 2.24
H 6.42 -0.55 1.63
H 5.32 0.36 0.59
H 3.65 -2.89 1.53
H 4.19 -1.93 0.17
H 5.38 -2.58 1.31
H -0.17 3.59 3.64
H 0.75 5.09 3.78
H 0.43 4.41 2.19
H 1.50 2.55 5.29
H 3.23 2.65 4.96
H 2.33 4.12 5.34
H 2.92 4.38 1.65
H 3.15 5.20 3.20
H 4.06 3.74 2.82
H -5.47 0.42 0.45
H -3.00 -0.97 -3.11
H -4.63 -1.23 -3.76
H -4.17 0.36 -3.11
H -3.35 -2.96 -1.53
H -4.75 -2.99 -0.45
H -4.98 -3.19 -2.19
H -6.23 0.25 -1.62
H -6.56 -1.34 -2.33
H -6.49 -1.16 -0.58
C -1.36 -2.80 3.38
O -2.28 -3.82 2.97
C -2.13 -4.51 1.81
C -2.84 -5.71 1.72
C -2.80 -6.50 0.58
C -2.04 -6.10 -0.51
C -1.33 -4.90 -0.45
C -0.52 -4.52 -1.62
N 0.16 -3.45 -1.69
N 0.88 -3.24 -2.89
C 1.34 -2.03 -2.85
O 1.10 -1.19 -1.87
C 2.25 -1.55 -3.93
C 2.37 -2.25 -5.13
C 3.22 -1.77 -6.11
C 3.94 -0.60 -5.91
C 3.84 0.09 -4.71
C 2.99 -0.39 -3.72
C -1.39 -4.09 0.69
O -0.75 -2.92 0.73
H -1.55 -2.67 4.44
H -1.53 -1.87 2.85
H -0.33 -3.12 3.23
H -3.43 -6.00 2.58
H -3.37 -7.42 0.54
H -1.99 -6.70 -1.40
H -0.51 -5.20 -2.48
H 1.79 -3.15 -5.27
H 3.30 -2.30 -7.05
H 4.59 -0.22 -6.69
H 4.39 1.01 -4.56
H 2.88 0.15 -2.80
N -0.38 1.60 -2.51
C 0.70 2.28 -3.08
C 0.72 2.63 -4.43
C 1.84 3.23 -4.99
C 2.96 3.50 -4.23
C 2.92 3.21 -2.86
C 1.81 2.61 -2.29
S 4.46 4.13 -4.96
O 5.42 3.04 -4.75
O 4.79 5.34 -4.23
O 4.13 4.34 -6.37
H -0.93 1.07 -3.18
H -0.10 0.97 -1.77
H -0.13 2.38 -5.05
H 1.87 3.46 -6.05
H 3.79 3.42 -2.26
H 1.81 2.35 -1.24
```

Results
<S²> = 0.7738
Frontier orbital gap (alpha / beta) = 0.2376 / 0.2370 hartree
Energy relative to the best compared isomer or geometry (same formula, charge and spin) = 0.0 kcal/mol
Total charge = -2
2S+1 = 2
Calculated total energy = -110625.523 eV
HOMO (alpha / beta) = -2.749 / -2.733 eV

=====

[2]
C48H54BrN8O2Si2V as an isolated structure in a non-equilibrium geometry, computed with ωB97M-V/def2-TZVPD.

```
116
Properties=species:S:1:pos:R:3
V 0.65 -0.38 -0.56
C 7.15 -0.06 -2.27
C 5.79 -0.24 -1.59
C 5.36 0.79 -0.75
C 4.25 0.66 0.03
C 3.45 -0.48 -0.11
N 2.30 -0.63 0.67
C 2.51 -0.69 2.03
C 3.80 -0.87 2.60
C 4.03 -0.71 3.96
C 2.97 -0.41 4.82
C 3.18 -0.28 6.29
C 1.70 -0.34 4.28
C 1.45 -0.55 2.94
N 0.09 -0.58 2.50
C -0.91 -0.85 3.34
C -2.09 -0.59 2.70
C -1.71 -0.23 1.41
N -0.38 -0.21 1.29
C 3.76 -1.41 -1.06
C 4.97 -1.34 -1.77
N 2.85 -2.47 -1.25
C 3.11 -3.77 -0.98
C 2.01 -4.49 -1.36
C 1.12 -3.53 -1.86
N 1.61 -2.30 -1.74
H 7.97 -0.05 -1.59
H 7.32 -0.72 -3.10
H 7.13 0.95 -2.72
H 6.01 1.64 -0.59
H 3.95 1.44 0.75
H 4.65 -0.95 1.95
H 5.07 -0.80 4.30
H 3.00 0.71 6.66
H 2.50 -0.96 6.82
H 4.21 -0.60 6.59
H 0.87 -0.08 4.89
H -0.68 -1.16 4.33
H -3.13 -0.65 3.08
H -2.30 0.00 0.52
H 5.19 -2.18 -2.43
H 4.09 -4.03 -0.65
H 1.87 -5.55 -1.24
H 0.11 -3.63 -2.22
C -2.67 3.47 -2.56
C -1.30 2.86 -2.71
C -0.50 3.07 -3.80
C 0.71 2.37 -3.97
C 1.06 1.46 -3.01
Br 2.57 0.38 -3.29
N 0.31 1.23 -1.92
C -0.81 1.90 -1.79
H -3.37 3.25 -3.37
H -2.59 4.57 -2.53
H -3.11 3.11 -1.63
H -0.88 3.72 -4.58
H 1.26 2.39 -4.92
H -1.35 1.69 -0.89
O -1.16 -0.68 -3.73
C -1.64 -1.34 -2.82
N -2.79 -2.07 -2.99
C -3.04 -2.89 -1.85
C -1.84 -2.45 -0.91
O -1.75 -3.01 0.18
N -1.15 -1.45 -1.49
C -3.06 -4.36 -2.25
C -3.89 -4.68 -3.32
C -3.91 -5.97 -3.81
C -3.22 -6.96 -3.14
C -2.44 -6.65 -2.03
C -2.32 -5.35 -1.61
C -4.32 -2.62 -1.09
C -4.73 -3.36 0.03
C -5.94 -3.06 0.63
C -6.74 -2.03 0.16
C -6.32 -1.25 -0.90
C -5.12 -1.55 -1.54
H -3.06 -2.34 -3.91
H -4.51 -3.94 -3.84
H -4.49 -6.18 -4.71
H -3.20 -7.98 -3.51
H -1.88 -7.45 -1.54
H -1.69 -5.10 -0.75
H -4.07 -4.14 0.40
H -6.27 -3.67 1.43
H -7.67 -1.75 0.65
H -6.91 -0.41 -1.22
H -4.79 -0.96 -2.38
C 2.85 3.81 -0.48
Si 1.64 3.95 0.98
C 2.00 5.64 1.74
C 2.24 2.82 2.32
C -0.06 3.74 0.52
Si -1.43 3.93 1.62
C -2.08 5.66 2.11
C -3.05 3.14 1.06
C -1.01 3.07 3.26
H 3.86 3.93 -0.09
H 2.61 4.67 -1.13
H 2.82 2.85 -1.00
H 3.03 5.95 1.99
H 1.40 5.75 2.64
H 1.66 6.38 1.02
H 3.30 2.99 2.51
H 2.08 1.80 1.98
H 1.72 2.93 3.29
H -0.33 4.03 -0.50
H -2.46 6.15 1.19
H -1.26 6.28 2.48
H -2.91 5.59 2.83
H -3.53 3.73 0.25
H -3.74 3.08 1.92
H -2.82 2.14 0.68
H -0.45 3.81 3.86
H -0.39 2.17 3.12
H -1.92 2.75 3.78
```

Results
<S²> = 3.7589
Frontier orbital gap (alpha / beta) = 0.2019 / 0.2019 hartree
Energy relative to the best compared isomer or geometry (same formula, charge and spin) = 0.0 kcal/mol
Total charge = -1
2S+1 = 4
Calculated total energy = -178158.280 eV
HOMO (alpha / beta) = -3.129 / -3.130 eV

=====

[3]
One molecule with the formula C5H7NO, computed with ωB97M-V/def2-TZVPD.

```
14
Properties=species:S:1:pos:R:3
C -2.09 0.26 0.01
C -0.79 -0.46 0.33
C -0.84 -1.85 0.24
O 1.52 -1.19 -0.76
C 1.52 -0.13 -0.14
N 2.58 0.74 -0.10
C 0.30 0.34 0.48
H -2.10 1.24 0.51
H -3.01 -0.27 0.21
H -2.01 0.44 -1.07
H -1.36 -2.30 -0.61
H 3.44 0.44 -0.54
H 2.66 1.37 0.68
H 0.18 1.38 0.77
```

Results
Frontier orbital gap (alpha / beta) = 0.2705 / 0.2855 hartree
Energy relative to the best compared isomer or geometry (same formula, charge and spin) = 95.4 kcal/mol
2S+1 = 1
Calculated total energy = -8832.066 eV
HOMO (alpha / beta) = -8.430 / -8.254 eV